1.
ORCA calculation (the ωB97M-V functional and the def2-TZVPD basis) on a molecular structure, C28H34Cl3GeN6O11PSTi at a distorted geometry.

CARTESIAN COORDINATES (ANGSTROEM)
Ti  -1.157  0.188  -0.136
O  -0.969  -1.275  -1.410
N  -1.946  -1.933  -2.032
C  -1.581  -2.689  -3.090
C  -2.531  -3.409  -3.761
C  -3.859  -3.332  -3.335
C  -4.195  -2.544  -2.261
C  -3.216  -1.813  -1.572
S  -3.516  -0.800  -0.220
H  -0.524  -2.664  -3.336
H  -2.231  -4.010  -4.605
H  -4.629  -3.885  -3.856
H  -5.216  -2.454  -1.921
N  2.530  -2.928  1.014
N  1.734  -3.135  -0.148
H  2.099  -3.329  1.842
H  2.599  -1.925  1.150
H  0.747  -2.959  0.004
H  1.896  -4.053  -0.535
Cl  0.884  0.280  -4.145
Ge  1.974  -1.122  -2.421
Cl  1.978  -3.102  -3.763
Cl  4.127  -0.362  -2.736
O  1.779  0.328  1.559
C  1.242  1.145  0.852
O  0.605  0.792  -0.289
C  1.184  2.599  1.167
C  1.518  3.001  2.453
C  1.355  4.322  2.871
C  0.850  5.196  1.944
O  0.584  6.526  2.102
C  0.022  6.969  0.871
O  0.076  5.887  -0.057
C  0.543  4.806  0.651
C  0.703  3.519  0.222
H  1.880  2.253  3.145
H  1.577  4.636  3.881
H  0.610  7.804  0.487
H  -1.020  7.259  1.034
H  0.469  3.213  -0.786
C  -1.774  -3.521  2.270
P  -1.340  -1.802  2.552
C  -2.814  -1.005  3.189
C  -0.121  -1.742  3.863
O  -0.734  -1.219  1.294
H  -2.298  -3.935  3.132
H  -0.874  -4.104  2.073
H  -2.425  -3.559  1.395
H  -2.924  -1.271  4.242
H  -3.688  -1.332  2.630
H  -2.721  0.077  3.100
H  -0.431  -2.350  4.713
H  0.001  -0.705  4.180
H  0.835  -2.091  3.475
O  -2.806  3.013  0.447
C  -2.250  2.500  1.411
O  -1.611  1.289  1.283
C  -2.144  3.064  2.727
C  -1.382  2.463  3.760
C  -1.271  3.039  4.994
C  -1.922  4.267  5.254
C  -2.674  4.894  4.232
C  -2.777  4.303  3.005
N  -1.811  4.863  6.509
O  -2.376  5.958  6.711
O  -1.149  4.281  7.396
H  -0.839  1.550  3.547
H  -0.685  2.589  5.782
H  -3.156  5.834  4.453
H  -3.353  4.770  2.217
N  -1.773  1.327  -1.745
C  -1.519  2.318  -2.289
N  -1.278  3.456  -2.855
C  -2.121  4.618  -2.509
C  -3.064  4.876  -3.670
O  -2.361  5.021  -4.894
C  -1.608  3.860  -5.213
C  -0.575  3.565  -4.142
H  -1.451  5.463  -2.351
H  -2.650  4.403  -1.581
H  -3.609  5.806  -3.513
H  -3.787  4.053  -3.750
H  -1.122  4.053  -6.168
H  -2.280  2.999  -5.325
H  0.122  4.400  -4.051
H  -0.017  2.647  -4.327

## Properties
Spin multiplicity   2
Charge   -1
Frontier orbital gap (alpha / beta)   3.9409 / 6.0481 eV
⟨S²⟩   0.78
HOMO energy (alpha / beta)   -3.0 / -5.1 eV
Energy relative to the best compared isomer or geometry (same formula, charge and spin)   1.041 eV



2.
ORCA calculation (the ωB97M-V functional and the def2-TZVPD basis) on a molecular structure, C25H42Cl3GdN4O3Si at a distorted geometry.

CARTESIAN COORDINATES (ANGSTROEM)
C  1.295  2.237  3.495
C  -0.167  2.597  3.355
H  1.916  2.965  2.947
H  1.555  1.241  3.106
H  1.571  2.249  4.564
C  -0.620  3.846  3.571
C  0.206  5.003  4.003
H  -1.693  4.042  3.511
H  1.126  5.155  3.421
H  0.498  4.944  5.064
H  -0.393  5.913  3.899
Gd  0.304  -1.230  1.790
Cl  2.163  -2.368  3.134
Cl  -1.715  -2.482  3.012
C  -1.656  -2.818  -0.169
O  -0.621  -2.098  -0.193
N  -2.415  -3.091  -1.210
C  -2.086  -2.587  -2.541
C  -3.600  -3.918  -1.015
H  -2.011  -3.259  0.771
H  -1.069  -2.863  -2.840
H  -2.183  -1.497  -2.600
H  -2.810  -3.035  -3.219
H  -3.315  -4.800  -0.426
H  -3.989  -4.195  -1.993
H  -4.347  -3.360  -0.436
H  5.684  -0.598  -0.142
H  3.134  2.235  0.168
C  5.159  -0.127  -0.980
C  3.595  1.815  -0.729
N  3.884  0.393  -0.530
H  5.010  -0.875  -1.770
C  3.045  -0.413  0.102
O  1.912  -0.037  0.514
H  2.939  1.975  -1.590
H  3.401  -1.445  0.251
H  5.738  0.713  -1.366
H  4.557  2.290  -0.933
O  -0.573  0.347  2.678
C  -1.205  1.455  3.199
C  -2.621  2.954  1.664
C  -2.502  1.793  2.437
H  -1.724  3.530  1.421
C  -3.875  3.427  1.243
H  -1.566  1.270  4.232
C  -3.614  0.934  2.487
H  -3.952  4.385  0.721
C  -5.029  2.712  1.598
C  -4.884  1.439  2.171
H  -3.462  -0.094  2.820
H  -6.017  3.127  1.415
H  -5.776  0.856  2.404
Si  -1.152  2.313  -1.889
Cl  -0.052  3.369  -0.512
C  -2.323  3.549  -2.636
C  -2.151  1.018  -0.932
C  0.252  1.306  -2.616
H  -3.343  3.162  -2.710
H  -2.010  3.829  -3.643
H  -2.386  4.460  -2.024
H  1.067  1.217  -1.871
H  0.639  1.804  -3.520
H  -0.024  0.270  -2.868
H  -2.966  1.483  -0.358
H  -1.467  0.521  -0.229
H  -2.570  0.286  -1.650
N  4.058  -5.947  -3.480
C  3.458  -5.046  -2.659
C  3.634  -5.119  -1.262
C  3.064  -4.124  -0.469
N  2.350  -3.121  -0.987
C  2.115  -3.075  -2.302
C  2.657  -4.009  -3.182
H  4.640  -6.683  -3.117
H  3.962  -5.904  -4.480
H  4.220  -5.914  -0.820
H  3.174  -4.120  0.621
H  1.485  -2.250  -2.647
H  2.470  -3.929  -4.246

## Properties
Spin multiplicity   8
Charge   0
Frontier orbital gap (alpha / beta)   7.9553 / 8.1448 eV
⟨S²⟩   15.85
HOMO energy (alpha / beta)   -7.9 / -7.9 eV
Energy relative to the best compared isomer or geometry (same formula, charge and spin)   0.000 eV



3.
ORCA calculation (the ωB97M-V functional and the def2-TZVPD basis) on a molecular structure, C19H37F5N5O4PdS2Si4Te2.

CARTESIAN COORDINATES (ANGSTROEM)
Pd  -0.602  1.112  -0.344
C  0.878  4.871  3.471
C  1.525  4.643  2.159
N  2.756  4.898  1.864
N  2.877  4.520  0.557
C  1.755  4.027  0.021
S  1.495  3.489  -1.540
N  0.874  4.108  1.064
N  -0.431  3.643  0.990
H  1.594  5.359  4.128
H  0.580  3.925  3.925
H  -0.002  5.507  3.368
H  3.752  4.626  0.073
H  -1.073  4.398  0.776
H  -0.674  3.196  1.865
O  -3.775  1.420  -2.584
S  -2.596  2.099  -2.160
O  -2.557  2.625  -0.808
N  -1.242  1.141  -2.206
C  -0.364  1.520  -3.166
O  0.740  0.976  -3.292
C  -0.862  2.661  -3.963
C  -0.245  3.268  -5.040
C  -0.850  4.393  -5.584
C  -2.042  4.889  -5.064
C  -2.670  4.276  -3.984
C  -2.046  3.173  -3.446
H  0.688  2.882  -5.426
H  -0.388  4.896  -6.422
H  -2.490  5.769  -5.506
H  -3.601  4.654  -3.585
F  1.761  1.710  3.616
Te  1.709  0.196  2.465
F  3.534  -0.207  2.753
F  -0.759  -1.947  1.695
F  -0.106  0.994  1.671
F  2.362  1.392  1.185
O  1.629  -1.059  0.651
C  1.821  -1.654  -4.334
Si  0.739  -2.132  -2.898
C  -1.088  -2.040  -3.212
C  1.225  -3.838  -2.349
Si  1.194  -2.705  0.972
Te  1.400  -0.127  -1.252
Si  -2.404  -2.280  1.565
C  -2.972  -2.443  3.314
C  -3.110  -0.814  0.682
C  -2.485  -3.842  0.580
Si  1.801  -3.272  3.247
C  1.496  -2.231  4.789
C  0.738  -4.818  3.404
C  3.610  -3.750  3.146
H  1.637  -2.374  -5.137
H  2.877  -1.731  -4.067
H  1.626  -0.656  -4.716
H  -1.355  -2.907  -3.824
H  -1.394  -1.143  -3.745
H  -1.662  -2.096  -2.285
H  1.174  -4.451  -3.257
H  0.552  -4.257  -1.605
H  2.241  -3.896  -1.963
H  -2.794  -1.521  3.870
H  -2.461  -3.259  3.828
H  -4.045  -2.649  3.349
H  -2.940  0.109  1.242
H  -4.190  -0.923  0.554
H  -2.676  -0.707  -0.316
H  -1.946  -4.654  1.073
H  -2.055  -3.702  -0.414
H  -3.522  -4.161  0.452
H  0.486  -1.813  4.823
H  2.220  -1.421  4.908
H  1.605  -2.880  5.663
H  -0.321  -4.573  3.518
H  1.037  -5.387  4.288
H  0.840  -5.476  2.538
H  4.252  -2.876  3.021
H  3.796  -4.432  2.313
H  3.915  -4.261  4.062

## Properties
Charge   +1
Frontier orbital gap (alpha / beta)   5.8327 / 5.8333 eV
HOMO energy (alpha / beta)   -10.1 / -10.1 eV
Energy relative to the best compared isomer or geometry (same formula, charge and spin)   0.551 eV



4.
ORCA calculation (the ωB97M-V functional and the def2-TZVPD basis) on a molecular structure, C30H59BiBrN9O5Si2.

CARTESIAN COORDINATES (ANGSTROEM)
Bi  -0.478  0.842  0.155
N  1.309  0.397  -2.289
C  2.464  1.246  -2.017
C  1.997  2.540  -1.382
N  1.444  2.340  -0.024
C  2.469  2.130  1.019
C  2.702  0.657  1.406
N  1.534  -0.183  1.121
H  1.595  -0.573  -2.373
H  0.846  0.692  -3.141
H  3.044  1.481  -2.918
H  3.139  0.716  -1.343
H  1.203  2.984  -1.984
H  2.825  3.252  -1.318
H  0.931  3.185  0.201
H  2.147  2.690  1.892
H  3.415  2.563  0.683
H  2.935  0.628  2.471
H  3.560  0.246  0.870
H  1.231  -0.725  1.922
H  1.814  -0.874  0.395
N  -3.338  -0.839  -0.764
N  -3.726  -2.112  -0.347
C  -2.981  -2.798  0.551
N  -3.313  -4.084  0.701
N  -2.031  -2.108  1.180
N  -1.173  -2.785  1.983
O  -1.300  -3.978  2.275
O  -0.243  -2.124  2.415
H  -4.162  -0.296  -0.983
H  -2.747  -0.923  -1.587
H  -4.266  -2.669  -0.995
H  -3.944  -4.519  0.052
H  -2.740  -4.628  1.329
Br  2.694  -4.873  -2.241
C  3.510  -3.493  -3.260
C  3.744  -3.779  -4.597
C  4.405  -2.860  -5.397
C  4.860  -1.673  -4.846
C  4.631  -1.409  -3.506
C  3.931  -2.296  -2.689
C  3.635  -1.803  -1.275
O  4.534  -1.196  -0.686
O  2.443  -1.967  -0.867
H  3.414  -4.725  -5.003
H  4.576  -3.085  -6.442
H  5.399  -0.959  -5.456
H  5.001  -0.502  -3.047
N  -0.089  -3.158  -0.995
C  -1.004  -3.286  -2.011
C  -1.257  -2.204  -2.867
C  -2.268  -2.268  -3.814
C  -3.058  -3.404  -3.937
C  -2.788  -4.494  -3.114
C  -1.776  -4.445  -2.171
H  0.231  -4.017  -0.572
H  0.708  -2.545  -1.145
H  -0.654  -1.307  -2.770
H  -2.441  -1.417  -4.463
H  -3.843  -3.453  -4.678
H  -3.366  -5.404  -3.223
H  -1.569  -5.304  -1.543
C  0.150  2.551  3.633
Si  -1.223  2.420  2.333
C  -1.679  4.230  1.868
C  -1.790  5.096  3.132
C  -0.586  4.851  0.988
C  -3.007  4.293  1.109
C  -2.660  1.477  3.182
C  -2.035  0.262  3.877
C  -3.691  0.976  2.166
C  -3.382  2.314  4.243
H  -0.302  2.759  4.607
H  0.841  3.368  3.421
H  0.728  1.631  3.733
H  -0.867  5.101  3.713
H  -2.600  4.780  3.789
H  -1.994  6.130  2.834
H  0.395  4.821  1.476
H  -0.812  5.909  0.814
H  -0.542  4.363  0.014
H  -3.840  3.952  1.726
H  -2.976  3.684  0.204
H  -3.221  5.327  0.816
H  -1.427  -0.339  3.201
H  -2.827  -0.389  4.265
H  -1.408  0.555  4.721
H  -3.250  0.302  1.431
H  -4.177  1.794  1.630
H  -4.474  0.410  2.685
H  -2.695  2.780  4.953
H  -4.050  1.664  4.819
H  -3.995  3.099  3.798
C  -3.534  1.916  -2.689
Si  -1.874  2.789  -2.583
C  -2.137  4.636  -2.728
C  -0.912  2.245  -4.107
O  -1.104  2.469  -1.192
H  -4.112  2.273  -3.544
H  -4.134  2.072  -1.788
H  -3.385  0.843  -2.831
H  -2.653  4.895  -3.655
H  -1.176  5.156  -2.727
H  -2.723  5.028  -1.895
H  -1.388  2.650  -5.003
H  -0.891  1.157  -4.220
H  0.120  2.608  -4.104

## Properties
Charge   0
Frontier orbital gap   8.1016 eV
HOMO energy   -7.8 eV
Energy relative to the best compared isomer or geometry (same formula, charge and spin)   0.236 eV